(1)
14
Properties=species:S:1:pos:R:3:forces:R:3:lowdin_spin:R:1 method="wB97M-V/def2-TZVPD" energy_ev=-5773.6837 homo_energy_ha="-0.508 / -0.508" e_above_lowest_kcal_mol=63.5 spin_multiplicity=2 s2=0.754 total_charge=+1
C -1.0146 0.0109 0.7432 0.2 -0.7 0.6 0.0202
C -0.0540 -0.0425 -0.4580 -0.1 0.5 -0.2 0.0896
C 1.3461 0.0696 -0.1326 -0.5 0.3 -0.1 0.2940
C 2.3285 0.6451 -0.9448 1.4 0.0 -0.3 0.4797
N -2.1921 -0.7878 0.4322 -0.2 0.3 0.5 0.0000
H -1.2047 1.0143 1.1127 -0.1 0.4 -0.5 0.0051
H -0.5086 -0.4390 1.6042 0.1 -0.2 -0.2 0.0006
H -0.3220 0.6185 -1.2910 0.0 -0.1 0.0 0.0087
H -0.2575 -1.0662 -0.8637 0.3 0.0 0.0 0.0542
H 1.6498 -0.2296 0.8608 0.2 -0.2 0.1 0.0093
H 2.3190 0.9294 -1.9876 -1.1 -0.1 -0.2 0.0181
H 3.3423 0.8081 -0.5916 -0.2 -0.1 0.6 0.0205
H -2.4315 -1.3259 1.2548 -0.1 -0.2 -0.1 -0.0001
H -3.0006 -0.2048 0.2614 0.0 0.1 -0.2 0.0001

=====

(2)
46
Properties=species:S:1:pos:R:3:forces:R:3:lowdin_spin:R:1 method="wB97M-V/def2-TZVPD" energy_ev=-179627.3986 homo_energy_ha="-0.512 / -0.526" e_above_lowest_kcal_mol=9.5 spin_multiplicity=6 s2=8.810 total_charge=+2
Ir -0.2314 0.6646 0.9587 0.0 -0.1 0.0 2.3033
Br 7.2523 -0.4199 0.0061 -0.5 0.1 0.0 0.1347
C 5.4740 0.1408 0.0056 0.6 0.1 0.0 0.2180
C 5.1838 1.5262 -0.0837 0.0 0.0 0.0 -0.0073
C 3.8944 1.9398 -0.0850 -0.1 0.1 0.0 0.1167
C 2.8000 1.0041 0.0288 0.2 -0.2 -0.1 0.1165
O 1.6252 1.4425 0.0300 -0.1 0.2 0.2 0.3159
C 3.1194 -0.4167 0.1120 0.4 0.4 0.1 0.1135
C 2.1296 -1.4574 0.1826 -0.5 -0.5 0.0 -0.0125
N 0.8537 -1.3188 0.2556 0.4 0.6 0.1 0.1660
C -0.0144 -2.4221 0.2669 -0.2 -0.7 0.0 0.0008
C 0.3617 -3.7421 0.0969 0.1 0.4 0.0 0.0274
C -0.5789 -4.7786 0.1050 -0.2 -0.1 0.0 -0.0014
C -1.9113 -4.5126 0.2626 0.1 0.0 0.0 0.0278
C -2.3506 -3.1799 0.4114 0.2 0.1 0.0 0.0026
C -3.7147 -2.8401 0.5359 -0.1 0.2 0.0 0.0083
C -4.0818 -1.5268 0.6550 -0.1 -0.2 0.0 0.0005
C -3.0807 -0.5512 0.6743 0.0 0.0 0.0 0.0257
N -1.7980 -0.8442 0.5800 0.2 0.4 0.1 0.1012
C -1.3982 -2.1337 0.4292 -0.1 -0.3 -0.1 0.0148
C 4.4492 -0.8000 0.0872 -0.4 -0.2 0.0 0.0181
H 5.9930 2.2401 -0.1531 0.0 0.0 0.0 -0.0031
H 3.6384 2.9887 -0.1549 0.0 0.0 0.0 0.0037
H 2.5549 -2.4601 0.1682 0.0 0.0 0.0 0.0027
H 1.3975 -4.0085 -0.0589 0.0 0.0 0.0 0.0017
H -0.2401 -5.7976 -0.0213 0.0 0.0 0.0 -0.0005
H -2.6413 -5.3115 0.2721 0.0 0.0 0.0 0.0014
H -4.4604 -3.6250 0.5315 0.0 0.0 0.0 0.0004
H -5.1178 -1.2322 0.7359 0.0 0.0 0.0 0.0002
H -3.3406 0.4963 0.7772 0.1 0.0 0.0 0.0036
H 4.7048 -1.8518 0.1278 0.0 0.0 0.0 -0.0022
Br -1.0379 0.2462 -2.6202 -0.1 0.1 0.0 0.0091
C -1.4388 1.9646 -1.9705 0.1 0.0 0.1 0.0200
C -2.0313 2.9122 -2.7965 0.0 -0.1 0.0 -0.0006
C -2.2655 4.1765 -2.2892 0.0 0.1 0.0 0.0072
C -1.8845 4.4856 -0.9858 0.1 -0.1 0.0 0.0188
C -1.3252 3.4537 -0.2698 0.1 0.8 0.2 0.1526
N -1.1101 2.2366 -0.7095 0.2 -0.4 0.0 0.0791
C -0.8790 3.6684 1.2803 -0.6 -1.9 -0.7 0.1081
O -0.5241 4.8104 1.4768 0.1 0.6 0.1 0.5761
O -0.9686 2.6077 1.9177 0.3 0.8 0.3 0.1699
H -2.2844 2.6534 -3.8144 0.0 0.0 0.0 0.0004
H -2.7166 4.9396 -2.9101 0.0 0.0 0.0 0.0020
H -2.0155 5.4662 -0.5536 0.0 0.0 0.0 -0.0006
O -0.1416 -0.7986 3.6401 0.3 0.2 0.3 0.0409
C 0.1516 -0.0348 2.8651 -0.4 -0.4 -0.5 0.1184

=====

(3)
30
Properties=species:S:1:pos:R:3:forces:R:3:lowdin_spin:R:1 method="wB97M-V/def2-TZVPD" energy_ev=-37844.4553 homo_energy_ha="-0.319 / -0.501" spin_multiplicity=3 s2=2.012 total_charge=+1
C -0.2658 -0.7045 1.4739 1.9 3.4 -4.2 0.0021
C -0.0120 -0.7798 -1.1283 2.3 1.5 -2.0 0.0430
C -1.6187 -0.0882 1.1996 -0.4 -0.8 2.5 0.0027
C -1.3140 -0.0086 -1.2759 1.2 1.4 4.0 0.0298
C 3.5351 0.0422 -0.1448 -0.7 0.0 0.8 0.0810
C 3.0243 1.3634 0.5067 0.3 -1.4 0.7 0.0211
C 0.7216 -0.2910 0.0850 -3.1 0.3 1.2 0.4074
C -3.5746 0.0402 -0.1919 -4.7 0.2 2.3 0.0010
N -2.2511 -0.4720 -0.0716 1.5 -0.3 -2.7 -0.0004
O 2.3508 -2.5025 -0.4634 -1.0 0.0 -0.9 0.5408
O 0.4455 2.2401 0.6766 0.0 0.4 0.9 0.0253
O 1.3183 1.6866 -1.5056 0.8 -0.1 -0.9 0.0146
S 2.4548 -1.3236 0.4304 4.1 -0.1 2.2 0.7430
S 1.3130 1.4097 -0.1067 -1.4 -1.0 1.6 0.0462
H 0.1824 -0.1820 2.2772 0.3 0.5 1.0 0.0014
H -0.3186 -1.7163 1.6984 0.3 -2.1 -0.1 0.0014
H -0.0368 -1.8029 -0.9225 -1.3 -2.0 0.0 0.0042
H 0.6528 -0.8156 -2.1236 -1.6 0.8 2.1 0.0035
H -2.2692 -0.5915 2.0133 0.4 1.6 -1.1 0.0002
H -1.5079 1.0306 1.2165 -0.6 -1.1 0.1 0.0003
H -1.2016 1.1131 -1.0782 0.1 -1.6 -0.3 0.0014
H -1.7107 -0.0833 -2.2022 -2.1 -0.8 -2.7 0.0038
H 3.3276 0.1746 -1.1760 -0.1 -0.3 -1.3 0.0074
H 4.5690 -0.2334 -0.0438 0.4 0.2 0.4 0.0112
H 3.3182 1.4537 1.6077 -1.1 0.0 -1.5 0.0039
H 3.4027 2.1719 -0.0795 0.7 0.8 -0.1 0.0024
H -3.7984 1.1048 0.0672 1.1 -0.6 -0.7 0.0000
H -4.0502 -0.2813 -1.1028 0.2 0.3 -0.7 0.0004
H -4.2970 -0.4655 0.5909 1.7 0.6 -1.1 0.0002
H -2.3894 -1.4889 -0.2266 0.7 0.4 0.6 0.0005

=====

(4)
50
Properties=species:S:1:pos:R:3:forces:R:3:mulliken_charge:R:1 method="wB97M-V/def2-TZVPD" energy_ev=-47806.6546 homo_energy_ha=-0.346
C -0.8695 2.6500 1.1885 0.1 0.2 -0.2 -0.1040
C -0.6790 1.8613 0.3056 0.0 -0.5 0.5 -1.6041
C -0.5030 0.7185 -0.6079 0.0 0.4 0.2 0.2935
C 0.5791 -0.2617 -0.1202 0.2 0.2 -0.1 0.1271
C 1.9760 0.3541 -0.3741 -0.5 -0.9 -0.5 -0.9099
C 2.4115 0.1139 -1.8451 0.2 -0.3 0.1 -0.5436
C 3.1117 -1.2243 -1.9015 0.4 -0.1 -0.2 0.2935
O 4.2882 -1.3505 -1.7119 -0.1 0.0 0.2 -0.5501
O 2.3044 -2.3078 -2.1536 -0.6 0.6 0.4 -0.4689
C 0.4136 -0.7414 1.3377 0.8 0.4 0.2 -0.3599
C 1.1767 0.0963 2.3897 -0.4 -0.4 0.3 -0.5638
C 2.5037 -0.5264 2.8736 0.2 0.1 -0.4 -0.8737
C 3.8016 0.2984 2.6369 -0.2 -0.2 0.7 -0.6432
N 3.6805 1.7561 2.6659 0.0 -0.1 -0.5 -0.6782
O -0.9656 -0.7482 1.7579 -0.4 0.1 -1.0 -0.4499
S -1.9971 -1.7694 1.0138 0.0 -0.3 0.6 0.5899
O -1.3596 -3.0640 1.0221 0.0 -0.2 -0.2 -0.6282
O -1.8897 -1.3623 -0.5831 0.5 0.4 0.6 -0.6506
C -1.8603 0.0251 -0.9589 -0.3 0.5 -0.8 1.2061
C -1.8847 -0.0195 -2.4979 0.5 -0.5 0.3 -1.7806
O -2.9409 -0.8582 -2.9527 0.0 0.0 -0.1 -0.2258
N -3.4660 -0.3012 -4.1874 0.4 0.2 -0.3 0.1274
O -3.2768 -1.0151 -5.0785 -0.4 -0.1 0.2 -0.2857
B -3.1516 0.8688 -0.5156 -0.1 0.4 0.4 1.1147
O -3.3467 2.0514 -1.1721 -0.1 -0.4 -0.1 -0.5454
O -4.0741 0.4524 0.4280 0.0 -0.3 -0.5 -0.4780
C -5.0350 -0.4565 -0.1298 -0.2 -0.2 -0.1 -0.7061
H -1.0283 3.3666 1.9582 0.0 0.0 0.0 0.4648
H -0.0995 1.1429 -1.5342 -0.1 -0.1 -0.1 0.8511
H 0.5395 -1.1505 -0.7524 -0.3 0.0 -0.1 0.7208
H 1.9835 1.4171 -0.1430 0.1 0.0 0.2 0.6001
H 2.6778 -0.2065 0.2415 0.2 0.5 0.2 0.0721
H 3.1628 0.8379 -2.1513 -0.2 0.2 -0.1 0.3990
H 1.5589 0.1083 -2.5239 0.0 0.2 0.0 0.3529
H 2.4070 -2.9426 -1.4321 0.4 -0.3 -0.3 0.3417
H 0.8165 -1.7552 1.3902 -0.3 -0.1 0.0 0.6603
H 1.2845 1.1207 2.0440 0.1 0.0 0.0 0.1126
H 0.5068 0.1438 3.2495 0.0 0.1 -0.1 0.4378
H 2.4248 -0.7664 3.9338 0.0 0.1 0.0 0.4195
H 2.6494 -1.4921 2.3794 0.0 0.0 0.1 0.3082
H 4.2803 -0.0276 1.7144 0.0 0.3 -0.1 0.3472
H 4.4912 0.0205 3.4385 0.1 -0.1 -0.1 0.3832
H 2.8902 2.0544 3.2232 0.1 0.0 0.1 0.3031
H 3.5161 2.0989 1.7273 0.0 0.1 0.1 0.3075
H -1.9375 0.9875 -2.9142 -0.3 0.1 0.1 0.5957
H -0.9334 -0.4625 -2.8247 -0.1 -0.1 -0.1 0.5118
H -4.2486 2.3546 -1.0108 0.1 0.3 0.1 0.3082
H -5.4943 -1.0388 0.6650 0.1 0.1 0.1 0.2352
H -4.5781 -1.1446 -0.8473 0.1 0.0 0.1 0.2504
H -5.8175 0.0943 -0.6605 0.0 0.0 0.1 0.3143

=====

(5)
18
Properties=species:S:1:pos:R:3:forces:R:3:mulliken_charge:R:1 method="wB97M-V/def2-TZVPD" energy_ev=-11035.6345 smiles="C/N=C/C/[N+](C)=C/F" homo_energy_ha=-0.501 e_above_lowest_kcal_mol=68.4 total_charge=+1
C -2.0645 0.3516 0.6272 3.7 -0.7 2.0 0.2604
C -0.2194 -1.1934 0.4309 2.9 2.6 -0.4 -0.9782
C 1.1438 -0.4179 0.3087 1.6 -1.5 1.0 -0.0515
C -1.6594 -0.5720 -1.4598 1.1 -2.0 -3.1 -0.9631
C 2.5635 1.4197 0.4780 0.2 2.2 2.5 -0.8132
N -1.2732 -0.4057 -0.0917 -3.2 1.8 0.0 0.2227
N 1.3253 0.8087 0.3686 -2.9 -0.7 0.4 -0.2307
F -3.0545 0.9967 0.1823 -0.6 0.1 -0.9 -0.1210
H 0.0668 -2.0066 -0.1526 -0.9 -1.8 -1.2 0.3818
H -0.4429 -1.4859 1.4045 -0.1 -0.5 1.8 0.5045
H -1.7734 0.5762 1.6917 -0.6 -0.5 -1.1 0.3671
H 2.0475 -1.1112 0.2852 -1.1 0.4 0.0 0.3228
H -0.8382 -0.9775 -2.1892 -1.1 0.8 1.9 0.3077
H -2.4486 -1.3045 -1.4766 -0.3 -0.5 -0.1 0.4341
H -2.0580 0.2827 -1.9458 -0.2 1.2 0.1 0.3740
H 2.5517 2.1327 1.3798 -0.1 -1.0 -1.3 0.2638
H 2.6737 2.0165 -0.3482 0.2 2.0 -2.0 0.3166
H 3.4598 0.8898 0.5069 1.3 -1.9 0.4 0.4021

=====

(6)
14
Properties=species:S:1:pos:R:3:forces:R:3:lowdin_spin:R:1 method="wB97M-V/def2-TZVPD" energy_ev=-36458.9830 homo_energy_ha="-0.625 / -0.626" spin_multiplicity=8 s2=15.760 total_charge=+2
C 0.2298 -1.0029 0.2775 1.4 -0.5 1.7 0.0001
C -1.1086 -0.9430 -0.4429 1.4 -1.7 -0.9 0.0000
F 1.0449 -1.8202 -0.4510 -0.5 0.3 -0.2 0.0000
H 0.1775 -1.4051 1.2964 -0.3 -0.3 -0.2 0.0000
H -0.9578 -0.6798 -1.4963 0.0 -0.1 0.3 0.0001
H -1.5858 -1.9253 -0.3548 0.0 0.3 -0.1 0.0000
O -1.9358 0.0253 0.2069 -1.7 1.9 -3.5 0.0000
C -2.6314 0.8704 -0.5195 -2.1 2.2 8.6 0.0000
O -3.3380 1.7364 -0.1266 2.3 -2.8 -4.3 0.0000
O 0.7580 0.2758 0.4076 -2.3 -0.1 -0.9 -0.0010
Eu 2.3823 2.2514 -1.3633 0.5 -0.4 1.5 7.0302
O 1.9902 1.9429 0.8710 -0.5 1.9 0.4 -0.0216
O 2.9916 -0.0019 0.7641 -1.3 -0.5 1.2 -0.0030
C 1.9833 0.6761 0.9309 3.1 -0.1 -3.4 -0.0049